A structure of composition C20H34ClCrF5N3O5Te. Source: OMol25; level of theory: ωB97M-V/def2-TZVPD.

Geometry as ORCA input:
```
! wB97M-V def2-TZVPD RIJCOSX def2/J DEFGRID3
* xyz -1 5
H 0.01939 4.08588 1.42485
H 6.64191 0.28795 -1.29462
Te 1.08943 -3.05434 1.73666
H 2.58535 -2.11655 -2.85490
H 3.57157 3.35080 -1.15309
H -3.33192 3.92614 -3.37945
H 4.85301 -1.46029 -1.04076
F 2.94758 -2.63577 1.88077
H -0.60776 -3.58296 -1.66684
H 1.26307 2.53701 -1.54915
C 5.22565 1.93492 -1.24309
H 2.85882 1.59304 1.46468
C 1.70515 -1.83995 -3.44486
O 0.58461 0.69732 -0.96078
H -2.92121 -3.95416 4.17575
O -2.30254 -1.26418 1.06295
O -2.17958 1.09961 -0.41305
F 0.65461 -1.97995 3.29111
H 0.81506 3.23996 3.15272
C 1.98374 2.24528 1.60011
N -3.00361 -2.19988 3.04452
H 1.74349 -2.37689 -4.39754
H 5.99174 2.70829 -1.34614
C -2.28157 1.56756 -1.56730
F 1.33602 -4.44007 3.01807
C -0.02846 3.36427 0.60112
H -0.89518 2.70962 0.76884
C 3.88010 2.29840 -1.13550
Cr -0.76421 -0.24098 0.18786
H -0.40217 -0.37321 -3.16798
O 0.67599 -1.73718 0.50154
H -4.25607 4.04517 -1.08479
C -3.42972 2.84203 -3.27913
H -4.43381 2.54947 -3.59996
F 1.54198 -4.36953 0.42196
H -4.42399 -1.83836 1.60592
C 3.25554 -0.02969 -0.89570
H -1.51240 -2.87937 4.36838
H -2.68112 2.34548 -3.90485
H -3.05976 -2.47090 5.13934
H -5.12894 2.51047 -1.03389
C 1.20465 2.52905 0.55099
C 4.59743 -0.39899 -1.05931
H -0.16584 3.91720 -0.34263
H -3.78282 2.80195 0.10115
C 2.89229 1.32139 -0.95617
H 1.68552 1.76697 3.63779
N 0.48296 -2.17451 -2.73582
F -0.71773 -3.69682 1.71369
H 0.39307 -4.23524 -3.00834
H 2.48342 -0.78103 -0.70182
C 1.42458 1.77189 -0.77064
O -1.29233 -1.29044 -1.55685
H -5.05373 -1.87834 3.28303
H -4.59544 -3.40392 2.47226
Cl -0.57897 0.75165 2.28239
C -2.13827 -1.56358 2.27345
H 1.72015 -0.76625 -3.63363
C -2.59701 -2.91413 4.25399
C 0.34425 -3.51248 -2.19064
C -0.42609 -1.23563 -2.49764
N -3.21662 2.45252 -1.89743
H -1.21522 -1.26594 2.79579
H 2.58510 3.26237 3.35965
C -4.36655 -2.34075 2.56951
H 1.15372 -3.71643 -1.49239
C 1.73432 2.66483 3.01288
C 5.58851 0.57864 -1.21300
H -1.57474 1.28591 -2.37679
C -4.14842 2.97565 -0.90727
*
```

Summary:
* expectation value of S²: 6.038
* LUMO level (spin up / spin down): 0.071 / 0.071 Ha